# 1
Below is an isolated ion of composition C9H20N3 and charge +1, with properties calculated with ωB97M-V/def2-TZVPD.

Last column: natural (NBO) charge in e.
Atoms and positions in Å:
C (-1.2348, -2.3304, -2.2534)  -0.412
N (0.0022, -1.7159, -1.6017)  -0.461
C (1.2269, -2.3350, -2.2548)  -0.411
C (-0.0116, -0.3293, -1.4844)  0.020
H (-1.0167, -3.4024, -2.3582)  0.224
H (-2.0876, -2.2289, -1.5409)  0.209
H (-1.4735, -1.8319, -3.2240)  0.201
H (1.0114, -3.4025, -2.3591)  0.224
H (1.4701, -1.8325, -3.2239)  0.201
H (2.0838, -2.2313, -1.5393)  0.209
H (0.8933, 0.2439, -1.8538)  0.207
H (-0.8781, 0.2408, -1.8409)  0.209
C (-1.2755, 0.0388, 0.9814)  -0.246
C (-1.2175, 0.8400, 2.2717)  -0.263
N (0.0022, 1.6820, 2.3343)  -0.387
C (1.2143, 0.8335, 2.2769)  -0.258
C (1.2736, 0.0414, 0.9660)  -0.252
N (0.0049, 0.3065, 0.0567)  -0.249
C (0.0104, 1.8860, -0.0802)  -0.254
C (-0.0106, 2.6003, 1.2718)  -0.252
H (-1.4260, -1.0484, 1.1547)  0.242
H (-2.1595, 0.3813, 0.4092)  0.222
H (-2.0483, 1.5582, 2.3083)  0.224
H (-1.2358, 0.1692, 3.1693)  0.232
H (2.0539, 1.5500, 2.3033)  0.224
H (1.2336, 0.1673, 3.1652)  0.232
H (2.1611, 0.3821, 0.3962)  0.222
H (1.4306, -1.0527, 1.1505)  0.243
H (0.8852, 2.1821, -0.6724)  0.226
H (-0.8814, 2.1919, -0.6730)  0.226
H (-0.9058, 3.2188, 1.3763)  0.225
H (0.9051, 3.2271, 1.3682)  0.223

Forces on atoms 1 to 3 (eV/Å):
0.21 0.85 1.18
-0.33 -0.70 -1.45
0.10 1.13 1.24

Its frontier orbital gap is 10.284 eV. Its SMILES is CN(C)C[N+]12CCN(CC1)CC2. As for the total charge: +1. The LUMO energy is -2.35 eV. The HOMO energy comes out at -12.63 eV. The calculation puts the total energy at -14119.57636 eV.



# 2
Below is a 3-piece molecular cluster, C9H20N4O3P overall, with properties calculated with ωB97M-V/def2-TZVPD.

Last column: natural (NBO) charge in e.
Atoms and positions in Å:
O (4.6621, 3.4489, -0.8320)  -1.021
P (4.3364, 3.5175, -2.3033)  1.415
C (2.5932, 2.8361, -2.6336)  0.134
N (1.6498, 3.6299, -3.2561)  -0.477
C (0.5080, 2.7745, -3.3583)  -0.056
C (0.8616, 1.4814, -2.7527)  -0.044
N (2.2061, 1.5626, -2.2783)  -0.473
H (5.2085, 2.6300, -3.0231)  -0.016
H (4.3956, 4.8569, -2.7899)  -0.017
H (1.7375, 4.5981, -3.5682)  0.477
H (-0.4746, 3.0382, -3.8147)  0.279
H (0.1927, 0.5892, -2.6695)  0.303
H (2.7322, 0.8223, -1.8046)  0.489
C (0.8300, -2.4650, -0.7899)  0.526
O (0.3555, -2.2477, -1.8928)  -0.646
N (0.7511, -1.6217, 0.2671)  -0.431
C (1.3392, -1.9315, 1.5575)  -0.407
C (0.0537, -0.3667, 0.1002)  -0.405
H (1.3784, -3.3932, -0.5658)  0.127
H (0.5495, -1.9401, 2.3125)  0.220
H (2.0751, -1.1636, 1.8070)  0.196
H (1.8299, -2.9042, 1.5411)  0.223
H (-0.9805, -0.5693, -0.1891)  0.219
H (0.5350, 0.2042, -0.6957)  0.162
H (0.0699, 0.2071, 1.0260)  0.222
C (-2.5666, -2.4937, 3.3919)  0.524
O (-1.8552, -2.2380, 4.3431)  -0.617
N (-3.2172, -1.5772, 2.6261)  -0.437
C (-4.0491, -1.9670, 1.5047)  -0.398
C (-3.0764, -0.1665, 2.9394)  -0.417
H (-2.7441, -3.5318, 3.0653)  0.111
H (-3.6545, -1.5144, 0.5911)  0.186
H (-5.0686, -1.6138, 1.6753)  0.202
H (-4.0621, -3.0506, 1.3886)  0.218
H (-2.0207, 0.1094, 2.8806)  0.199
H (-3.4276, 0.0099, 3.9580)  0.225
H (-3.6537, 0.4399, 2.2421)  0.204

Forces on atoms 1 to 3 (eV/Å):
-0.77 0.05 -2.02
0.93 -0.96 3.22
2.04 1.31 -0.02

Its frontier orbital gap is 6.821 eV. As for the total charge: +1. The LUMO energy is -4.41 eV. The HOMO energy comes out at -11.23 eV. The calculation puts the total energy at -31041.19456 eV.



# 3
Below is a 2-piece molecular cluster, C9H20NO overall, with properties calculated with ωB97M-V/def2-TZVPD.

Last column: natural (NBO) charge in e.
Atoms and positions in Å:
C (1.7156, -1.3306, -0.6143)  -0.413
C (0.2625, -1.5953, -0.8005)  -0.445
C (1.7982, 0.1928, -0.7152)  -0.211
C (-0.7119, -0.9788, 0.1895)  -0.124
C (-0.3872, 0.5390, 0.1841)  0.363
C (-0.5512, -1.5152, 1.6602)  -0.624
C (-2.0652, -1.3150, -0.4973)  -0.576
C (-1.3612, 1.4095, 0.9486)  -0.741
C (1.2911, 2.3826, 0.1449)  -0.370
N (1.0438, 0.9291, 0.3423)  -0.457
O (-0.4445, 1.2270, -1.9139)  -0.348
H (2.1904, -1.6076, 0.3317)  0.222
H (2.3490, -1.5976, -1.5860)  0.253
H (-0.0114, -1.3618, -1.8562)  0.229
H (-0.1265, -2.6247, -0.8427)  0.230
H (2.8966, 0.4350, -0.6772)  0.229
H (1.4448, 0.5330, -1.6232)  0.231
H (-1.4756, -1.2292, 2.1426)  0.235
H (0.3728, -1.2550, 2.0734)  0.194
H (-0.3717, -2.6267, 1.3816)  0.240
H (-2.0575, -2.2833, -0.7313)  0.217
H (-2.2610, -0.6864, -1.2705)  0.214
H (-2.9399, -1.1077, 0.2062)  0.211
H (-2.1081, 0.7602, 1.5959)  0.251
H (-1.8062, 2.2062, 0.3910)  0.228
H (-0.8543, 1.9502, 1.6923)  0.210
H (2.3729, 2.3696, 0.3117)  0.236
H (0.8683, 2.5798, -0.7884)  0.212
H (0.8036, 2.9344, 0.8070)  0.219
H (1.0845, 0.6467, 1.3678)  0.448
H (-0.9605, 2.0198, -1.8540)  0.434

Forces on atoms 1 to 3 (eV/Å):
1.09 1.23 -2.06
-1.28 -2.43 -1.10
3.61 -1.19 2.34

Its expectation value of S² is 2.01. Its frontier orbital gap (spin up / spin down) is 8.652 / 7.632 eV. As for the total charge: +1. The LUMO energy (spin up / spin down) is -2.68 / -6.69 eV. The HOMO energy (spin up / spin down) comes out at -11.33 / -14.32 eV. Its spin multiplicity is 3. The calculation puts the total energy at -13181.62582 eV.



# 4
Below is a 2-piece molecular cluster, C9H20OSi overall, with properties calculated with ωB97M-V/def2-TZVPD.

Last column: natural (NBO) charge in e.
Atoms and positions in Å:
C (1.6289, 2.6352, -0.6790)  -0.452
C (0.8440, 1.7981, -0.0788)  -0.194
C (1.9667, -0.2245, 1.5686)  -0.690
C (1.8245, -2.0208, -0.2099)  -0.676
C (-1.6723, -0.2488, 1.6481)  -1.097
C (-2.4151, 1.5701, -0.8037)  -1.038
C (-1.9711, -1.5262, -1.1558)  -1.089
C (0.3901, 0.5113, -0.7206)  -0.780
C (1.9702, -0.5575, 0.1064)  0.445
O (2.9128, -0.0892, -0.6498)  -0.704
Si (-1.3436, 0.0077, -0.2048)  1.574
H (1.8043, 3.6446, -0.1944)  0.191
H (2.1300, 2.5780, -1.5806)  0.199
H (0.2096, 2.0204, 0.6906)  0.193
H (3.0160, -0.0354, 1.8376)  0.218
H (1.7387, -1.0821, 2.1368)  0.224
H (1.3621, 0.5867, 1.8651)  0.229
H (2.4775, -2.5515, 0.4755)  0.217
H (0.8141, -2.3179, -0.3910)  0.231
H (2.4314, -2.3718, -1.0891)  0.232
H (-1.8638, 0.6544, 2.0335)  0.226
H (-2.5989, -0.7493, 1.8996)  0.244
H (-0.8235, -0.6469, 2.1655)  0.230
H (-3.3859, 1.4877, -0.5308)  0.215
H (-2.0917, 2.4696, -0.3095)  0.220
H (-2.2939, 1.5541, -1.8298)  0.219
H (-2.9850, -1.3523, -1.5252)  0.239
H (-1.4498, -1.6981, -2.0242)  0.229
H (-1.8780, -2.3576, -0.5058)  0.229
H (0.5229, 0.4231, -1.7977)  0.228
H (3.1413, 0.9175, -0.3899)  0.489

Forces on atoms 1 to 3 (eV/Å):
1.17 4.18 2.23
-1.89 -3.07 -3.63
1.84 -0.22 -0.31

Its frontier orbital gap is 8.617 eV. The LUMO energy is 0.83 eV. The HOMO energy comes out at -7.78 eV. The calculation puts the total energy at -19579.35469 eV.



# 5
Below is a single C9H20P2 molecule, with properties calculated with ωB97M-V/def2-TZVPD.

Last column: natural (NBO) charge in e.
Atoms and positions in Å:
C (-1.8579, 2.2409, -0.5346)  -0.867
C (-2.8000, 0.3017, 1.6019)  -0.593
C (-2.5738, -0.8248, -0.6274)  -0.664
C (-1.0300, -1.2973, 1.3146)  -0.601
C (2.0952, -0.1634, -1.6527)  -0.631
C (3.5957, 0.6699, 0.0582)  -0.633
C (1.9956, -1.1615, 0.6384)  -0.620
C (-1.8634, -0.2724, 0.5535)  -0.335
C (2.2180, 0.0831, -0.1822)  -0.224
P (-0.7128, 1.1502, -0.0130)  0.918
P (1.2596, 1.6456, 0.4821)  -0.058
H (-1.4324, 3.1444, -0.8334)  0.230
H (-2.8691, 2.0245, -0.6298)  0.225
H (-3.4709, 1.0602, 1.2298)  0.209
H (-3.4241, -0.4800, 1.9284)  0.207
H (-2.3476, 0.7296, 2.4271)  0.218
H (-3.6887, -0.6813, -0.8911)  0.234
H (-2.5318, -1.9258, -0.8922)  0.235
H (-2.0204, -0.4888, -1.5812)  0.225
H (-0.1564, -0.8059, 1.8212)  0.227
H (-1.5593, -1.7716, 2.0656)  0.211
H (-0.4606, -2.0663, 0.6631)  0.204
H (2.9294, -0.7146, -2.0813)  0.205
H (1.1974, -0.7158, -1.8694)  0.202
H (2.1840, 0.8095, -2.1780)  0.218
H (3.5966, 0.9862, 1.0561)  0.219
H (3.8649, 1.2716, -0.7584)  0.223
H (4.2688, -0.2210, 0.0450)  0.197
H (1.6858, -0.8023, 1.7187)  0.215
H (1.1374, -1.8258, 0.3132)  0.201
H (2.8491, -1.7324, 0.5586)  0.202

Forces on atoms 1 to 3 (eV/Å):
2.70 -1.07 0.44
-1.03 0.38 -1.74
-1.02 -1.56 -4.93

Its frontier orbital gap (spin up / spin down) is 7.018 / 7.020 eV. Its SMILES is C=P(=PC(C)(C)C)C(C)(C)C. The LUMO energy (spin up / spin down) is -0.19 / -0.18 eV. The HOMO energy (spin up / spin down) comes out at -7.20 / -7.20 eV. The calculation puts the total energy at -28230.84369 eV.



# 6
Below is C9H21AlB2Br3Cl4F7GaKLiO3 as an isolated structure, with properties calculated with ωB97M-V/def2-TZVPD.

Last column: Mulliken charge in e.
Atoms and positions in Å:
C (-2.1470, 2.8221, 4.4071)  -0.839
C (-2.1640, 1.1691, 4.1513)  -0.226
B (-0.5941, 0.7591, 3.8391)  0.334
O (0.3450, 0.8267, 4.9995)  -0.419
Ga (0.1916, 0.2111, 2.0021)  0.166
C (-0.9971, 1.0793, 0.4929)  -0.562
C (-0.0837, 2.2807, -0.1473)  -0.802
C (-0.8663, 3.7014, -0.3834)  0.720
F (-2.3392, 3.5976, -0.5007)  -0.221
F (-0.5024, 4.6048, 0.7554)  -0.242
F (-0.2558, 4.3093, -1.6242)  -0.231
H (-3.1293, 3.0966, 4.9804)  0.342
H (-2.1655, 3.4207, 3.3813)  0.257
H (-1.1630, 3.1125, 4.9997)  0.270
H (-2.9089, 0.9368, 3.2661)  0.233
H (-2.4607, 0.5993, 5.1565)  0.337
H (1.0418, 1.4964, 4.6933)  0.356
H (0.3636, -1.3669, 1.8037)  -0.056
H (1.6810, 0.8576, 1.8657)  -0.196
H (-1.1398, 0.2092, -0.3100)  0.338
H (-2.0454, 1.4084, 0.8962)  0.302
H (0.8644, 2.4817, 0.5422)  0.296
H (0.2949, 1.9124, -1.1929)  0.303
O (1.2876, -3.1195, 2.2338)  -0.525
H (1.9362, -2.8521, 2.9022)  0.229
H (0.9280, -3.9516, 2.5762)  0.324
C (5.0487, -3.4927, 4.5421)  0.443
Cl (5.3831, -3.2634, 2.8071)  -0.190
Cl (3.3804, -2.9789, 4.8984)  -0.073
Cl (5.2427, -5.2133, 4.9620)  0.004
Cl (6.1888, -2.5152, 5.5009)  0.004
K (7.3632, -4.1873, 1.9004)  0.935
Li (-2.8345, 0.2946, -0.4913)  0.941
C (-6.3028, 0.5618, -4.6661)  -1.043
C (-4.9502, 0.0982, -4.1662)  -0.038
O (-4.7781, 0.4787, -2.8091)  -0.493
H (-6.3942, 1.6492, -4.5762)  0.282
H (-6.4494, 0.2802, -5.7125)  0.272
H (-7.1079, 0.1241, -4.0669)  0.436
H (-4.1480, 0.5550, -4.7533)  0.133
H (-4.8560, -0.9895, -4.2407)  0.239
H (-5.4903, 0.0613, -2.2949)  0.325
C (10.4941, -4.8212, -2.1448)  -0.300
Br (10.2302, -3.3177, -0.9390)  -0.051
Br (11.3706, -6.3147, -1.2585)  0.036
Br (8.8337, -5.3617, -3.0022)  0.016
H (11.1675, -4.4804, -2.9381)  0.337
B (-4.3880, 2.0177, -7.9660)  0.630
F (-4.1328, 3.4441, -8.0836)  -0.263
F (-4.0038, 1.3532, -9.2007)  -0.261
F (-3.6121, 1.4759, -6.8623)  -0.332
F (-5.8034, 1.7975, -7.7173)  -0.302
Al (6.5769, -0.8581, 7.4925)  0.827

Forces on atoms 1 to 3 (eV/Å):
0.53 0.13 -0.51
-1.18 0.52 -0.82
0.32 1.50 7.07

Its frontier orbital gap is 1.252 eV. As for the total charge: +3. The LUMO energy is -13.08 eV. The HOMO energy comes out at -14.33 eV. The calculation puts the total energy at -371878.17070 eV.